The following is a DFT calculation (ωB97M-V/def2-TZVPD) of 9 unconnected molecules or ions with the total composition C42H64F8N3O18 at a distorted geometry.

```
135
Properties=species:S:1:pos:R:3:forces:R:3:mulliken_charge:R:1
F -6.69772 -1.08848 -0.85410 1.06 2.24 0.23 -0.298
F -4.61060 -1.47410 -2.04818 0.18 2.01 1.10 -0.312
F -3.56845 -0.29199 -0.43945 -1.65 0.44 -1.30 -0.138
F -6.70639 0.89931 -1.86596 1.64 -0.90 1.94 -0.283
F -5.98409 2.77788 1.83686 1.06 -1.27 -1.64 -0.314
F -7.45704 0.96061 0.84566 2.53 -0.04 -0.85 -0.297
F -3.99304 1.85002 1.38408 -2.20 -0.17 -1.09 -0.217
F -5.69693 -0.26191 1.47455 -0.36 1.79 -1.82 -0.264
O 1.06713 -2.76867 5.13228 -0.08 0.24 0.44 -0.345
O 2.56011 2.35160 -0.26156 1.10 -0.16 -1.69 -0.101
O -1.28100 6.26223 -5.80496 -0.22 -0.23 0.63 -0.404
O -0.95291 -5.22903 -2.88518 -0.42 -0.53 -0.29 -0.565
O 0.61782 3.02656 1.84850 -0.60 -0.28 -0.43 -0.587
O -0.70761 1.21152 1.59690 0.17 0.44 -0.45 -0.036
O -1.58535 5.24791 -3.80628 -0.22 0.20 -0.31 -0.456
O -3.98261 2.83136 -1.21156 -0.99 0.59 0.48 -0.219
O 4.07597 6.65224 -1.75485 -0.48 0.12 -0.34 -0.365
O -0.05626 -2.00390 6.93435 0.38 -0.01 -0.47 -0.578
O 2.19225 -9.51261 -4.36090 -0.24 0.18 -0.22 -0.374
O 3.78835 2.92876 5.62284 -0.39 -0.52 -0.12 -0.602
O 2.24565 7.45196 -2.81665 1.09 0.07 0.53 -0.606
O 2.46807 1.14366 6.04857 0.30 0.30 -0.14 -0.209
O 2.00506 -3.82593 0.80581 -0.53 0.32 0.43 -0.641
O -2.21152 -6.94909 -3.63103 0.29 0.56 0.38 -0.294
O -0.08261 -3.53417 1.62646 0.28 0.23 -0.05 -0.173
O 0.35235 -8.66253 -5.36506 0.56 -0.21 0.11 -0.570
N -0.63407 4.17093 -0.67126 -0.51 -1.07 -0.46 0.417
N -0.55966 2.01919 -1.77185 1.88 2.35 0.82 -0.268
N 1.35079 3.69770 -1.88926 -1.49 -1.88 1.85 0.073
C 2.80317 -9.38643 -3.07032 0.36 -0.17 0.26 -0.454
C 0.88689 1.13416 3.32725 -0.02 -0.50 -0.27 -0.287
C -3.23211 -7.12124 -4.62452 -0.36 -0.41 -0.42 -0.500
C 0.02378 3.28283 -1.41735 1.00 0.48 0.05 0.069
C 0.81485 -3.95348 0.69178 0.83 -0.47 -0.29 0.290
C -1.40207 -3.93689 1.23068 -0.52 -0.01 0.05 -0.564
C 0.34155 -2.92300 6.26932 -0.66 0.28 0.44 0.537
C 0.29674 1.91881 2.18875 0.50 0.70 0.52 0.112
C -1.32264 -4.14720 -0.26444 -0.33 -0.09 -0.32 -0.308
C 0.08025 -4.38349 6.52770 0.44 -0.37 -0.01 -0.527
C -5.13823 3.06623 -0.38888 -0.10 1.62 0.33 -0.969
C 0.96767 -7.90601 -3.15639 0.50 0.26 0.18 0.214
C 2.39291 2.65507 -1.67195 0.25 -0.72 -0.10 -0.787
C -3.86010 -5.75545 -4.78756 -0.47 0.22 -0.19 -0.517
C -2.00579 3.86241 -0.13357 -0.67 -0.17 0.04 -0.158
C 4.19263 8.17997 0.01724 0.12 0.36 0.41 -0.544
C -2.69178 -4.82807 -4.51915 -0.49 -0.01 0.03 -0.304
C 0.61957 5.99352 -4.44869 -0.22 0.27 -0.09 0.367
C 3.90831 1.78418 -0.15883 0.44 -0.15 0.42 -0.827
C 2.34781 -8.04343 -2.54459 0.11 0.35 0.40 -0.566
C 1.28128 -4.04945 4.52446 0.22 -0.51 -0.50 0.107
C 2.82115 8.28541 -0.62007 0.43 0.27 0.14 -0.352
C 0.39717 -0.27206 3.03375 0.23 -0.35 0.24 0.315
C -5.27232 2.06797 0.83254 0.22 1.75 1.14 0.939
C 2.98492 7.45251 -1.86433 -0.51 0.11 -0.25 0.432
C 4.66724 6.82551 -0.45720 0.45 -0.12 0.42 -0.354
C -0.15014 6.74082 -6.54794 0.26 0.25 -0.47 -0.486
C -4.54215 -0.19333 -1.43438 0.49 -1.15 -1.63 0.249
C -1.85057 -5.64511 -3.57512 0.48 0.11 -0.11 0.524
C -0.86229 5.78864 -4.60671 0.12 -0.44 0.02 0.335
C -0.90526 -0.02039 2.30951 -0.29 -0.65 0.20 -0.547
C -6.09379 0.74190 0.56324 -1.14 -1.08 1.53 0.457
C 3.74026 0.11764 7.72578 0.28 -0.27 0.34 -0.511
C 1.10482 -8.69949 -4.42822 -0.77 -0.04 -0.37 0.373
C 0.10306 -4.62519 -0.45289 -0.26 0.43 0.06 -0.174
C 3.51656 1.97180 6.29788 0.20 0.84 -0.12 0.444
C 4.23749 1.53899 7.54706 0.16 -0.54 0.07 -0.447
C 0.91172 7.03171 -5.51099 0.47 0.28 0.05 -0.522
C -6.00540 0.14444 -0.90120 -1.30 -2.02 -0.56 0.645
C -3.10775 3.97091 -1.29135 1.96 -0.71 -1.15 -0.394
C 2.36359 0.17380 7.10237 -0.22 -0.51 0.24 0.089
C 1.11471 -5.05402 5.64301 0.12 -0.45 0.15 -0.582
H 0.28154 -0.89044 3.92321 -0.03 0.04 -0.13 -0.166
H 4.18193 1.18675 -1.08758 -0.35 0.75 1.06 0.384
H 3.00014 -7.25390 -2.92956 -0.02 -0.08 0.06 0.286
H 2.13251 1.67523 -2.18052 0.09 1.24 0.24 0.268
H 0.54297 -4.18449 3.72994 0.12 0.08 0.12 -0.260
H -2.11533 -4.62577 -5.42477 0.07 0.07 0.11 0.271
H 0.22752 -4.62808 7.57867 -0.33 0.18 -0.02 0.341
H -3.01404 -3.89771 -4.05251 0.33 0.05 -0.08 0.149
H 5.31708 1.57384 7.40787 -0.11 0.36 0.04 0.308
H 0.81861 -6.04363 5.29306 0.05 0.10 -0.05 0.357
H 2.05566 -5.15886 6.19143 -0.08 -0.02 -0.06 0.296
H -6.09951 3.15306 -1.00407 1.28 -0.58 0.83 0.328
H 1.59974 0.50674 7.81025 0.01 -0.01 -0.08 0.261
H -4.62952 -5.60694 -4.02393 0.04 -0.03 -0.08 0.262
H 0.76158 8.03264 -5.09629 0.05 -0.09 -0.03 0.249
H -0.43095 7.63313 -7.10832 -0.22 -0.18 0.04 0.345
H 2.06329 -0.78663 6.68662 -0.14 0.28 -0.12 -0.272
H 2.04473 7.84022 0.00719 -0.07 0.09 -0.08 0.187
H 1.66019 4.49878 -1.31092 -0.43 -0.34 -0.71 -0.002
H 1.97393 1.19034 3.32077 -0.14 0.37 0.20 0.292
H 2.57035 9.31560 -0.86878 -0.32 -0.20 -0.05 0.353
H 2.46509 -10.21566 -2.44206 0.00 0.03 -0.05 0.246
H 4.37718 -0.56772 7.15823 -0.07 0.03 0.05 0.288
H 0.18770 -5.70808 -0.33900 0.12 0.05 -0.11 0.130
H -2.30899 4.56527 0.69895 1.01 -0.78 -0.82 0.549
H -0.93879 -4.62292 6.21541 -0.02 0.08 0.14 0.255
H 0.51033 -4.30669 -1.40857 0.21 -0.27 0.20 0.403
H 1.10255 -0.77398 2.36404 -0.09 -0.05 0.07 0.197
H 0.19762 -8.36441 -2.53193 -0.10 0.11 -0.13 0.237
H 2.27991 -4.08630 4.08789 -0.13 0.27 -0.04 0.380
H 1.13299 5.04964 -4.64876 -0.06 -0.03 0.13 0.219
H -2.11844 -3.15766 1.49653 0.18 -0.02 0.19 0.405
H 4.32613 6.01394 0.19274 -0.01 0.02 -0.05 0.203
H 5.75336 6.77799 -0.54001 -0.14 -0.15 -0.20 0.344
H 1.92628 6.98176 -5.90722 -0.11 0.02 -0.02 0.372
H -1.93172 2.80510 0.29071 -0.48 1.55 -0.53 -0.354
H -5.00228 4.10598 0.07313 -0.41 -1.54 -0.22 0.438
H 3.98301 1.06478 0.71526 -0.35 1.11 -0.95 0.200
H 0.72278 -6.86710 -3.36730 -0.32 -0.22 0.01 -0.094
H -2.07147 -4.84312 -0.64067 0.05 0.08 0.11 0.376
H -1.66191 -4.85462 1.76665 0.03 0.04 -0.01 0.273
H -0.82846 1.48739 -0.93330 -0.13 0.29 -0.34 0.130
H -4.24456 0.51099 -2.28143 -0.19 -0.65 1.57 0.104
H -1.46043 -3.19225 -0.78105 -0.04 -0.08 0.02 0.078
H 0.86157 6.36030 -3.45193 -0.27 -0.53 -0.36 -0.153
H 0.48686 1.51618 4.26855 0.19 0.11 -0.04 0.176
H -2.52483 3.86053 -2.27839 -1.17 0.19 1.45 0.215
H -0.20225 5.07257 -0.42886 -0.17 -0.94 -0.23 0.146
H -3.95301 -7.86537 -4.28465 0.26 -0.03 0.11 0.351
H -1.14259 -0.81855 1.60419 -0.06 0.23 -0.10 0.197
H -3.62660 4.97385 -1.35124 0.35 -1.22 0.36 0.430
H 2.35409 -7.98243 -1.45529 0.06 -0.07 -0.07 0.345
H 4.84382 8.96228 -0.38287 -0.04 -0.09 0.05 0.272
H 3.93455 2.18424 8.37466 0.09 0.08 -0.09 0.247
H -1.74659 0.10598 2.99664 0.03 0.07 -0.07 0.263
H 0.15800 5.96318 -7.25267 -0.07 0.01 0.05 0.244
H 4.18130 8.27573 1.10335 0.05 -0.08 -0.09 0.339
H 0.06470 1.48061 -2.38160 -0.36 0.32 0.42 0.403
H 3.88779 -9.44024 -3.17160 -0.13 -0.15 -0.19 0.343
H 3.37642 3.00427 -2.11773 -1.29 -0.05 0.48 0.524
H -4.32343 -5.60818 -5.76365 0.05 -0.09 0.06 0.334
H 3.72869 -0.21668 8.76387 -0.08 0.00 -0.09 0.372
H -2.76396 -7.47776 -5.54592 0.06 0.01 0.11 0.276
H 4.63175 2.65063 -0.01938 -0.70 -1.20 -0.20 0.269
```
Positions in Å, forces in eV/Å.

The HOMO energy comes out at -11.349 eV. The LUMO energy is -2.13 eV. Its spin multiplicity is 1. The maximum force is 0.0607 Eh/bohr. The calculation puts the molar mass at 1051.0 Da. The total charge is +1.

---

The following is a DFT calculation (ωB97M-V/def2-TZVPD) of a molecular structure, C42H64GeHfN6P3 at a distorted geometry.

```
117
Properties=species:S:1:pos:R:3:forces:R:3:lowdin_spin:R:1
Hf 0.02114 -0.44596 0.18700 -0.31 -0.60 -0.94 0.008
Ge 0.04170 -0.20702 2.85909 1.52 1.65 0.90 0.007
P 2.86784 -0.44087 0.57447 -0.09 -0.79 0.35 0.000
P -2.91646 -0.35849 0.80686 0.29 -0.75 0.66 0.008
P 0.10659 2.40434 0.18445 0.96 -0.20 0.49 0.000
N 0.34094 -2.96545 -0.08341 -0.15 1.24 0.15 0.000
N 0.34400 1.67828 2.98943 -0.01 -0.45 -0.30 0.007
N 0.33375 -3.89827 0.90362 -0.13 -0.14 0.00 0.000
N 1.86526 -0.95196 3.06768 -1.37 -0.03 -0.46 0.008
N 0.14337 -0.20335 4.95442 -0.07 0.10 0.25 0.012
N -1.95606 -0.21384 3.47009 0.24 -0.89 0.04 0.304
C 3.86062 -2.88488 -0.50728 0.04 0.00 0.02 0.000
C 3.52791 -1.43493 -0.86193 -0.41 0.14 0.05 0.000
C 1.77563 2.17788 -1.98538 -0.03 0.13 0.15 0.000
C -2.65875 -2.56941 -0.71939 -0.07 -0.10 0.18 0.000
C -0.52442 1.59918 6.56786 0.07 -0.20 -0.06 0.001
C 4.04326 -1.40544 6.05219 -0.04 0.02 0.04 0.000
C 0.45566 -5.04096 -0.96488 -0.03 0.04 0.01 0.000
C 2.56135 -1.62527 1.99112 -0.18 0.13 -0.24 0.001
C 3.63383 -1.44489 4.73097 -0.03 0.04 -0.12 0.001
C -0.81440 5.11036 0.36260 0.11 0.08 0.01 0.000
C -0.95152 -1.84198 6.51390 0.19 0.09 -0.07 0.000
C -3.35047 -2.16723 6.25835 -0.15 0.05 -0.16 0.015
C -2.14728 -0.84358 4.63937 0.10 0.17 -0.49 0.092
C -4.67374 -0.07408 0.18008 0.26 0.46 -0.38 0.002
C -3.06269 0.11077 2.60707 -0.05 0.35 -0.28 0.029
C -4.84648 1.29393 -0.48037 -0.12 -0.07 -0.07 0.000
C 1.48959 -0.59533 5.38142 0.37 -0.27 -0.07 0.002
C 0.15138 2.15443 4.29949 -0.20 -0.18 0.14 0.002
C -3.86464 -3.05390 1.42761 0.08 -0.03 0.14 0.001
C 4.31127 0.62353 1.10392 -0.59 0.35 0.02 0.000
C 0.41474 -3.67721 -1.22049 0.00 -0.12 -0.15 0.000
C 3.95549 1.49154 2.31404 0.01 0.04 -0.07 0.000
C -0.96048 -1.01537 5.42181 0.23 -0.20 0.20 0.132
C 0.25238 2.74940 1.99826 -0.19 -0.19 0.07 0.001
C 0.40324 -5.14281 0.41131 0.03 -0.03 -0.08 0.000
C -3.36127 -1.39054 5.12833 -0.31 -0.07 0.26 0.109
C -2.76925 -2.21737 0.77002 -0.03 0.33 -0.19 0.000
C -0.60122 2.94351 6.88805 0.00 0.06 0.02 -0.001
C 0.11622 3.50609 4.65501 0.00 -0.01 -0.04 0.000
C 3.19291 -0.93103 7.04078 0.03 -0.04 0.00 0.002
C 2.35394 -1.01655 4.36506 -0.03 -0.06 0.43 0.001
C -0.23826 3.88767 5.93995 -0.02 -0.07 0.11 0.001
C -2.40678 3.36854 -0.50490 0.16 0.10 -0.10 0.000
C -0.94936 3.81578 -0.43647 -0.31 -0.59 -0.14 0.000
C -5.75604 -0.28258 1.24038 0.05 -0.04 0.07 0.000
C 5.56206 -0.21069 1.36276 0.03 -0.08 -0.04 0.000
C 1.91450 -0.52799 6.69938 -0.09 0.06 0.03 -0.001
C -0.09957 1.21612 5.30594 -0.14 0.47 -0.09 0.009
C -2.14816 -2.43661 6.92901 0.01 0.00 -0.03 0.220
C 2.29429 4.14408 -0.48980 0.00 -0.01 0.01 0.000
C 1.79545 2.70208 -0.54395 -0.21 -0.04 -0.14 0.000
C 2.56710 -1.32119 -2.05942 0.39 0.13 0.00 0.000
H 1.69256 4.80544 -1.11259 0.00 0.01 0.02 0.000
H -2.52500 2.48177 -1.12671 0.04 0.06 0.04 0.000
H 6.36784 0.48278 1.60947 0.00 -0.01 0.01 0.000
H 3.49268 -2.07316 2.32834 0.03 0.02 -0.08 0.000
H 5.89700 -0.78846 0.50344 -0.02 -0.02 -0.02 0.000
H 0.37493 4.28308 3.95100 -0.04 -0.03 -0.05 0.000
H -3.19482 1.20112 2.60805 -0.04 -0.03 0.04 0.014
H -3.62792 -2.43492 -1.20094 0.09 0.04 -0.09 0.000
H 0.28777 -3.64907 1.87813 0.00 0.08 0.03 0.000
H 0.44343 -3.19737 -2.18698 -0.06 0.02 0.07 0.000
H 4.33677 -1.79768 3.98922 0.00 0.01 0.03 0.000
H 0.42439 -6.00585 1.05909 -0.02 0.02 0.02 0.000
H 1.96594 -2.43594 1.57110 0.34 -0.09 0.07 0.000
H -1.26208 5.90554 -0.23587 0.00 0.00 0.01 0.000
H 5.04043 -1.73691 6.30866 0.00 0.01 0.00 0.000
H 2.99292 1.99568 2.20102 0.04 -0.02 0.06 0.000
H -0.80053 0.85596 7.30465 0.05 -0.02 0.04 0.000
H 4.48782 1.26188 0.23038 0.00 0.00 -0.01 0.000
H 2.71572 -0.39297 -2.60882 -0.10 -0.03 0.06 0.000
H -3.01574 4.16332 -0.93733 -0.03 0.00 0.03 0.000
H 3.52288 -0.87347 8.06827 -0.01 0.00 0.00 0.000
H -2.14760 -3.08610 7.79447 -0.01 0.03 0.02 0.009
H -4.02493 -2.78033 2.47110 -0.05 0.00 -0.01 0.001
H -0.63325 3.35454 2.22588 0.04 0.05 -0.05 0.000
H 2.78884 2.11177 -2.38315 0.00 -0.05 -0.02 0.000
H -5.80731 0.55757 1.93370 0.01 0.00 0.01 0.000
H 2.73767 -2.13955 -2.76012 -0.15 -0.04 0.00 0.000
H -4.23366 1.40074 -1.37397 -0.04 -0.01 0.04 0.000
H -0.25018 4.93829 6.19672 0.00 0.00 -0.02 0.000
H 4.72449 2.25252 2.44742 0.02 -0.01 0.00 0.000
H 4.33711 -3.35563 -1.36822 -0.01 -0.01 0.00 0.000
H -3.57418 -4.10597 1.41264 0.01 0.01 -0.03 0.000
H -1.93762 -1.93861 -1.27024 -0.03 -0.05 -0.08 0.000
H -4.62808 2.10707 0.21183 -0.06 -0.04 -0.03 0.000
H -4.27620 -2.58644 6.62964 0.01 -0.02 -0.01 -0.002
H -1.36960 5.07362 1.29979 0.00 -0.03 -0.01 0.000
H -5.88701 1.40616 -0.78592 -0.01 -0.03 -0.01 0.000
H 2.47329 2.08769 0.05178 -0.12 0.04 0.03 0.000
H 5.44438 -0.87668 2.21793 -0.02 0.01 -0.01 0.000
H 1.30814 1.18306 -2.05866 0.04 0.05 -0.08 0.000
H -4.80414 -2.97545 0.88265 0.00 0.03 0.03 0.000
H 1.50455 -1.37096 -1.74700 0.02 -0.01 -0.14 0.000
H -0.04539 -2.01652 7.07550 0.02 0.01 -0.02 -0.003
H 3.31342 4.17799 -0.87818 0.00 0.00 -0.01 0.000
H -0.58257 3.97397 -1.45448 0.05 -0.02 0.01 0.000
H 3.92342 0.89256 3.22391 -0.04 0.02 0.01 0.000
H 1.22417 2.85234 -2.64222 -0.06 -0.06 -0.01 0.000
H -1.82592 -2.43662 1.29695 0.05 -0.05 -0.08 0.000
H -3.99121 -0.32144 2.96698 -0.01 0.03 -0.02 0.001
H 2.96970 -3.46654 -0.26454 0.05 0.01 0.01 0.000
H -5.66740 -1.21378 1.79449 -0.01 0.04 0.04 0.000
H -2.38022 -3.61219 -0.86040 0.12 0.00 -0.02 0.000
H -2.79736 3.16573 0.49599 0.04 -0.01 0.00 0.000
H 4.56386 -2.95165 0.32228 -0.01 -0.02 0.01 0.000
H 0.21278 5.40276 0.56716 -0.02 0.00 0.02 0.000
H -4.30085 -1.20660 4.62666 0.02 -0.03 0.01 0.004
H 4.45509 -0.92876 -1.13595 0.02 0.02 -0.02 0.000
H 1.11547 3.41556 2.10183 -0.02 0.08 -0.05 0.000
H 2.32508 4.53987 0.52538 0.01 0.02 -0.01 0.000
H 0.51714 -5.84158 -1.68249 0.01 -0.01 0.02 0.000
H -0.92415 3.24635 7.87396 0.01 0.00 0.00 0.000
H -6.71187 -0.31732 0.71557 0.00 0.02 0.00 0.000
H -4.77833 -0.83679 -0.59561 0.05 -0.02 0.06 0.000
H 1.26454 -0.14207 7.47094 -0.05 0.03 0.01 0.000
```
Positions in Å, forces in eV/Å.

The HOMO energy (spin up / spin down) comes out at -17.164 / -17.157 eV. The LUMO energy (spin up / spin down) is -12.35 / -12.58 eV. Its spin multiplicity is 2. As for the expectation value of S²: 0.7824. The maximum force is 0.0470 Eh/bohr. The calculation puts the molar mass at 997.0 Da. The total charge is +4.

---

maximum force of number 1 (C42H64F8N3O18)? 0.0607 Eh/bohr

---

Among the records above, which one has the highest total charge? C42H64GeHfN6P3